Entry 1:
A molecular structure, C43H35GeMnN6O3S at a distorted geometry, computed with the ωB97M-V functional and the def2-TZVPD basis.

```
90
Properties=species:S:1:pos:R:3:lowdin_charge:R:1
Mn 0.015 0.147 0.037 0.382
O 1.483 -3.411 -1.081 0.089
C 1.345 -2.340 -0.529 -0.464
N 0.194 -1.847 0.067 -0.005
C -0.054 -2.339 1.382 -0.212
C -0.091 -3.699 1.680 -0.033
C -0.380 -4.152 2.959 -0.115
C -0.647 -3.236 3.967 -0.114
C -0.626 -1.880 3.680 -0.033
C -0.344 -1.417 2.396 -0.206
N -0.324 -0.043 2.062 0.018
C -1.442 0.656 2.464 -0.449
O -1.625 1.243 3.507 0.102
C -2.493 0.652 1.387 -0.158
C -3.813 0.979 1.637 0.020
C -4.726 0.856 0.605 -0.045
C -4.283 0.400 -0.627 -0.044
C -2.941 0.110 -0.787 -0.103
N -2.043 0.263 0.190 0.061
C 2.500 -1.371 -0.535 -0.175
C 3.793 -1.800 -0.789 0.013
C 4.814 -0.873 -0.726 -0.049
C 4.500 0.439 -0.403 -0.043
C 3.180 0.771 -0.173 -0.083
N 2.175 -0.109 -0.265 0.056
H 0.103 -4.407 0.884 0.103
H -0.400 -5.216 3.159 0.091
H -0.876 -3.568 4.972 0.092
H -0.829 -1.156 4.461 0.105
H -4.097 1.287 2.633 0.123
H -5.771 1.084 0.768 0.110
H -4.966 0.256 -1.452 0.106
H -2.542 -0.267 -1.719 0.077
H 3.966 -2.844 -1.001 0.121
H 5.840 -1.172 -0.901 0.109
H 5.266 1.196 -0.312 0.106
H 2.894 1.774 0.106 0.111
C 0.070 2.343 -6.952 -0.004
C 0.043 1.032 -6.238 -0.272
C 0.022 -0.185 -6.845 0.025
C -0.001 -1.324 -5.996 -0.298
N -0.003 -1.259 -4.685 0.124
C 0.018 -0.048 -4.083 -0.736
S 0.018 0.172 -2.440 0.847
N 0.040 1.072 -4.887 0.098
C -0.025 -2.689 -6.613 -0.017
H 0.070 2.202 -8.029 0.087
H 0.964 2.907 -6.683 0.090
H -0.804 2.941 -6.688 0.095
H 0.023 -0.304 -7.916 0.116
H 0.056 1.958 -4.402 0.121
H -0.021 -2.638 -7.699 0.074
H -0.920 -3.218 -6.286 0.093
H 0.848 -3.250 -6.281 0.094
O 0.922 1.356 1.005 -0.278
C 0.127 2.128 0.205 -0.177
Ge 0.050 4.067 0.164 1.012
C 0.312 4.822 1.937 -0.281
C 0.286 6.206 2.126 -0.137
C 0.471 6.747 3.389 -0.090
C 0.685 5.910 4.476 -0.087
C 0.713 4.536 4.298 -0.068
C 0.528 3.991 3.034 -0.081
C -1.716 4.540 -0.511 -0.262
C -2.144 4.079 -1.756 -0.109
C -3.401 4.408 -2.239 -0.091
C -4.250 5.202 -1.480 -0.092
C -3.838 5.660 -0.238 -0.083
C -2.578 5.329 0.245 -0.096
C 1.467 4.688 -1.034 -0.256
C 2.454 5.557 -0.580 -0.095
C 3.460 5.991 -1.434 -0.081
C 3.491 5.559 -2.750 -0.090
C 2.515 4.687 -3.212 -0.090
C 1.512 4.255 -2.358 -0.109
H 0.118 6.869 1.283 0.106
H 0.449 7.821 3.527 0.101
H 0.829 6.331 5.463 0.101
H 0.879 3.883 5.146 0.109
H 0.553 2.915 2.913 0.087
H -1.498 3.449 -2.358 0.078
H -3.723 4.043 -3.207 0.099
H -5.232 5.459 -1.855 0.101
H -4.499 6.276 0.358 0.103
H -2.276 5.692 1.220 0.093
H 2.451 5.903 0.447 0.094
H 4.223 6.668 -1.070 0.104
H 4.276 5.897 -3.415 0.102
H 2.540 4.344 -4.240 0.094
H 0.761 3.567 -2.732 0.065
```

Values from the calculation:
**E_LUMO**: -0.0156 Ha
**Relative energy (zero: lowest compared OMol25 entry of this formula, charge and spin)**: 0.0 kJ/mol
**DFT total energy**: -158910.4699 eV
**Spin multiplicity**: 1

---

Entry 2:
A molecular structure, C7H17B3BeO6 at a distorted geometry, computed with the ωB97M-V functional and the def2-TZVPD basis.

```
34
Properties=species:S:1:pos:R:3:lowdin_charge:R:1
C 2.558 -2.704 1.145 -0.052
C 3.233 -2.016 -0.047 -0.223
O 3.389 -0.605 0.180 -0.091
C 2.303 0.044 -0.369 -0.242
C 2.271 1.520 0.033 -0.105
O 1.537 2.355 -0.878 -0.038
C 0.252 2.559 -0.511 -0.130
C -0.634 1.366 -1.040 -0.155
O -1.948 1.767 -1.216 -0.034
C -2.855 0.658 -1.616 0.079
B -3.554 0.176 -0.308 -0.499
O -4.215 -1.010 -0.131 0.360
B -3.689 -1.669 0.944 -0.162
O -3.147 -0.937 2.061 0.358
B -2.724 0.208 1.612 -0.463
O -3.374 1.006 0.776 0.367
H 1.472 -2.701 1.071 0.059
H 2.930 -2.243 2.055 0.087
H 2.873 -3.744 1.159 0.088
H 4.198 -2.467 -0.241 0.131
H 2.650 -2.175 -0.956 0.117
H 1.383 -0.442 0.019 0.107
H 2.228 -0.033 -1.460 0.147
H 3.301 1.871 -0.010 0.159
H 1.953 1.682 1.078 0.141
H -0.073 3.473 -1.010 0.195
H 0.197 2.734 0.660 0.201
H -0.144 0.957 -1.924 0.202
H -0.625 0.546 -0.236 0.098
H -3.537 0.941 -2.416 0.168
H -2.314 -0.219 -1.987 0.159
H -3.546 -2.837 0.976 0.147
H -1.592 0.655 1.847 0.174
Be -0.754 1.282 0.740 0.651
```

Values from the calculation:
**E_LUMO**: -0.3621 Ha
**DFT total energy**: -22233.1345 eV
**Spin multiplicity**: 1
**Charge**: +2

---

Entry 3:
A molecular structure, C18H22BBeBrF3N2O5 at a distorted geometry, computed with the ωB97M-V functional and the def2-TZVPD basis.

```
53
Properties=species:S:1:pos:R:3:lowdin_charge:R:1
C 3.032 0.736 -1.015 -0.124
C 1.410 0.609 -1.006 -0.250
C 0.777 1.079 -2.420 -0.135
C -0.763 1.472 -2.345 -0.040
C -1.355 2.392 -3.274 0.062
B -0.562 3.123 -4.486 -0.458
O -0.978 2.892 -5.859 0.105
O 0.514 4.021 -4.181 0.108
C -2.933 2.712 -3.163 -0.213
O -3.303 3.875 -3.415 0.106
C -3.862 1.492 -2.747 0.059
C -5.344 1.348 -3.342 -0.332
F -5.378 0.365 -4.365 0.074
F -5.804 2.549 -3.957 0.079
F -6.301 1.085 -2.307 0.061
C -3.296 0.555 -1.827 -0.004
C -4.097 -0.741 -1.312 -0.072
C -4.425 -1.796 -2.469 -0.183
O -3.647 -2.745 -2.766 0.008
C -1.806 0.862 -1.276 -0.191
O -1.543 0.656 -0.072 0.057
H 3.492 0.335 -1.982 0.079
H 3.379 1.814 -0.802 0.084
H 3.400 0.081 -0.140 0.053
H 1.051 -0.415 -0.665 0.094
H 1.050 1.393 -0.238 0.114
H 1.463 1.892 -2.824 0.116
H 0.837 0.146 -3.103 0.140
H -0.917 1.932 -6.052 0.110
H 1.311 3.710 -4.663 0.113
H -3.462 -1.291 -0.529 0.126
H -5.046 -0.375 -0.799 0.124
H -5.443 -1.679 -3.004 0.134
C 0.386 -1.775 2.158 -0.078
C 0.818 -3.199 2.496 -0.390
C 1.994 -3.252 3.467 -0.211
C 3.182 -2.567 2.864 -0.207
N 4.134 -2.015 2.367 0.183
H 1.182 -1.220 1.654 0.060
H -0.474 -1.790 1.484 0.085
H 0.101 -1.226 3.062 0.088
H 1.091 -3.736 1.541 -0.199
H -0.029 -3.732 2.935 0.120
H 2.255 -4.292 3.686 0.110
H 1.738 -2.759 4.413 0.113
Be 4.634 -1.998 4.520 0.763
C 4.236 1.091 7.846 -0.005
C 4.619 0.233 6.726 -0.142
N 4.921 -0.441 5.845 0.154
H 4.865 1.983 7.902 0.110
H 3.200 1.428 7.755 0.109
H 4.326 0.568 8.801 0.109
Br 1.409 -5.385 0.991 0.223
```

Values from the calculation:
**E_LUMO**: -0.2626 Ha
**DFT total energy**: -111498.5029 eV
**Spin multiplicity**: 1
**Charge**: +1

---

Entry 4:
A molecular structure, C26H69AsF6N6O8 at a distorted geometry, computed with the ωB97M-V functional and the def2-TZVPD basis.

```
116
Properties=species:S:1:pos:R:3:lowdin_charge:R:1
C 2.416 -0.347 -5.320 -0.048
C 0.954 0.130 -5.426 -0.809
O 0.198 0.453 -4.482 -0.092
O 0.402 0.320 -6.518 -0.121
H 2.977 0.448 -5.811 0.038
H 2.624 -1.272 -5.859 0.044
H 2.770 -0.281 -4.292 0.049
As -0.947 -0.791 -0.426 0.949
F -1.217 0.954 -0.014 -0.292
F -2.240 -1.219 0.771 -0.304
F -0.717 -2.535 -0.697 -0.282
F 0.310 -0.396 -1.641 -0.261
F 0.306 -0.865 0.862 -0.305
F -2.135 -0.649 -1.801 -0.273
C -4.710 0.581 -3.763 -0.078
C -3.777 1.698 -3.415 -0.425
C -3.875 2.199 -1.974 -0.194
O -3.526 3.614 -1.847 -0.202
C -3.622 4.109 -0.510 -0.123
N -2.341 1.419 -3.787 0.066
H -4.381 -0.399 -3.419 0.072
H -4.864 0.426 -4.831 0.071
H -5.692 0.785 -3.336 0.058
H -3.983 2.596 -3.997 0.123
H -3.291 1.513 -1.360 0.096
H -4.865 1.974 -1.576 0.104
H -3.070 5.047 -0.441 0.074
H -3.347 3.391 0.262 0.055
H -4.670 4.311 -0.290 0.070
H -2.202 0.631 -3.172 0.017
H -1.862 2.130 -3.253 -0.005
C 0.208 -1.070 6.148 -0.088
C 1.393 -0.421 5.545 -0.465
C 2.739 -1.030 6.091 -0.135
O 2.627 -2.477 5.802 -0.206
C 3.376 -3.292 6.685 -0.129
N 1.371 -0.295 4.126 0.074
H -0.658 -0.432 6.325 0.065
H 0.248 -1.540 7.131 0.073
H -0.120 -1.927 5.559 0.089
H 1.384 0.601 5.924 0.122
H 2.825 -0.730 7.135 0.112
H 3.615 -0.616 5.592 0.114
H 4.391 -2.976 6.923 0.078
H 3.236 -4.345 6.440 0.089
H 2.992 -3.093 7.685 0.070
H 0.416 -0.281 3.796 0.037
H 1.838 -1.084 3.703 0.068
C 3.122 0.966 0.569 -0.057
C 4.403 0.092 0.766 -0.410
C 4.282 -1.383 0.289 -0.117
O 5.021 -2.409 1.103 -0.210
C 4.346 -2.740 2.327 -0.132
N 5.429 0.785 -0.007 0.011
H 2.770 0.981 -0.462 0.065
H 3.324 1.946 1.002 0.073
H 2.148 0.647 0.942 0.046
H 4.672 0.055 1.822 0.123
H 4.565 -1.513 -0.755 0.124
H 3.247 -1.620 0.536 0.104
H 4.276 -1.908 3.028 0.060
H 4.972 -3.511 2.776 0.080
H 3.314 -3.088 2.306 0.084
H 5.235 0.687 -0.993 0.065
H 6.260 0.240 0.169 0.059
C -1.978 0.535 3.894 -0.068
C -3.054 1.593 3.492 -0.388
C -3.471 2.601 4.651 -0.180
O -4.440 2.117 5.552 -0.197
C -5.719 1.929 4.992 -0.115
N -2.414 2.285 2.414 0.023
H -2.538 -0.253 4.398 0.079
H -1.204 1.072 4.442 0.068
H -1.492 0.096 3.023 0.056
H -3.872 1.031 3.042 0.129
H -3.837 3.484 4.129 0.106
H -2.597 2.918 5.220 0.119
H -5.726 1.229 4.157 0.073
H -5.982 2.861 4.491 0.087
H -6.368 1.489 5.750 0.088
H -2.224 1.635 1.665 0.038
H -1.524 2.720 2.613 0.082
C 1.167 -4.042 -4.651 -0.079
C -0.326 -4.082 -4.242 -0.379
C -0.648 -5.016 -2.981 -0.171
O -0.075 -6.332 -3.148 -0.220
C -0.986 -7.402 -2.773 -0.112
N -0.826 -2.702 -3.971 0.084
H 1.693 -4.987 -4.787 0.055
H 1.837 -3.712 -3.858 0.076
H 1.230 -3.494 -5.592 0.077
H -0.748 -4.502 -5.155 0.113
H -1.696 -5.086 -2.690 0.112
H -0.188 -4.632 -2.070 0.106
H -0.294 -8.237 -2.883 0.074
H -1.870 -7.416 -3.409 0.083
H -1.197 -7.460 -1.705 0.074
H -1.072 -2.829 -3.000 0.014
H 0.052 -2.235 -3.796 0.044
C 0.183 4.316 -0.740 -0.084
C 0.157 3.964 -2.163 -0.426
C 1.551 3.471 -2.624 -0.187
O 1.537 3.143 -4.003 -0.151
C 2.849 3.364 -4.556 -0.103
N -0.717 2.840 -2.179 0.042
H 0.954 5.048 -0.497 0.069
H 0.183 3.540 0.026 0.087
H -0.729 4.827 -0.431 0.064
H -0.363 4.575 -2.901 0.157
H 1.792 2.629 -1.976 0.123
H 2.058 4.416 -2.427 0.112
H 3.547 2.771 -3.965 0.082
H 3.072 4.429 -4.619 0.070
H 2.943 3.048 -5.595 0.080
H -0.057 2.238 -1.707 0.059
H -1.465 3.010 -1.522 0.046
```

Values from the calculation:
**E_LUMO**: 0.1295 Ha
**DFT total energy**: -130541.4156 eV
**Spin multiplicity**: 1
**Charge**: -2

---

Entry 5:
A molecular structure, C31H33IN4O2PSbSe4Yb at a distorted geometry, computed with the ωB97M-V functional and the def2-TZVPD basis.

```
78
Properties=species:S:1:pos:R:3:lowdin_charge:R:1
Yb 0.813 -0.306 -1.177 1.346
I -2.853 -2.030 1.820 0.855
C -3.940 -0.367 0.790 -0.532
C -4.834 -0.764 -0.212 -0.142
C -5.908 0.105 -0.547 -0.079
C -6.047 1.277 0.166 -0.043
C -5.027 1.762 1.037 -0.161
C -5.091 3.022 1.663 -0.033
C -4.049 3.491 2.427 -0.051
C -2.877 2.714 2.563 -0.087
C -2.782 1.467 2.029 -0.320
P -1.132 0.707 1.858 0.942
C -0.058 1.802 0.861 -0.419
C -0.536 3.077 0.469 -0.111
C 0.367 4.073 0.160 -0.075
C 1.778 3.841 0.066 -0.051
C 2.187 2.514 0.199 -0.083
C 1.345 1.518 0.733 -0.187
C -0.438 0.764 3.483 -0.424
C 0.305 1.915 3.852 -0.103
C 0.700 2.066 5.180 -0.091
C 0.349 1.143 6.163 -0.075
C -0.260 -0.052 5.808 -0.073
C -0.682 -0.210 4.479 -0.185
C -3.899 0.903 1.341 -0.236
H -4.620 -1.654 -0.727 0.065
H -6.573 -0.129 -1.377 0.102
H -6.860 1.955 -0.073 0.105
H -6.021 3.578 1.460 0.119
H -4.133 4.393 2.982 0.095
H -2.020 3.041 3.104 0.099
H -1.625 3.161 0.393 0.103
H -0.059 5.048 -0.058 0.100
H 2.523 4.637 -0.104 0.112
H 3.130 2.168 -0.179 0.083
H 1.735 0.561 1.051 0.085
H 0.528 2.681 3.115 0.093
H 1.315 2.928 5.394 0.093
H 0.617 1.363 7.200 0.106
H -0.372 -0.877 6.494 0.098
H -1.136 -1.192 4.184 0.031
Se 0.944 -4.300 7.095 -0.321
Sb 2.484 -3.737 5.330 -0.453
Se 1.499 -2.279 3.320 -0.304
Se 4.379 -2.734 6.632 -0.090
Se 3.468 -5.879 4.453 -0.400
C 0.151 -2.532 -4.910 -0.024
C -0.286 -1.062 -4.616 -0.618
C -1.533 -0.923 -3.712 -0.038
C -0.455 -0.283 -5.907 -0.049
N 0.862 -0.576 -3.817 -0.150
N 0.979 0.815 -3.547 -0.010
H -0.668 -2.981 -5.490 0.092
H 0.267 -3.076 -3.950 0.094
H 1.107 -2.523 -5.464 0.088
H -2.488 -1.005 -4.248 0.090
H -1.521 0.112 -3.265 0.086
H -1.469 -1.599 -2.867 0.072
H -1.407 -0.561 -6.336 0.080
H 0.432 -0.429 -6.605 0.113
H -0.503 0.807 -5.685 0.075
H 1.723 -0.986 -4.138 0.111
H 0.572 1.408 -4.247 0.070
H 1.945 1.038 -3.387 0.078
C 3.625 -4.178 -0.942 -0.008
N 3.758 -2.872 -1.552 -0.060
C 4.877 -2.520 -2.271 -0.040
C 5.100 -1.219 -2.411 -0.009
C 4.221 -0.214 -1.890 -0.503
O 4.499 0.987 -1.885 0.016
N 2.987 -0.674 -1.511 0.038
C 2.760 -1.950 -1.315 -0.531
O 1.590 -2.366 -0.951 -0.153
H 4.353 -4.243 -0.133 0.105
H 3.834 -5.043 -1.669 0.114
H 2.590 -4.280 -0.557 0.104
H 5.506 -3.353 -2.606 0.142
H 5.958 -0.883 -3.014 0.122
```

Values from the calculation:
**E_LUMO (alpha / beta)**: 0.0317 / 0.0317 Ha
**Relative energy (zero: lowest compared OMol25 entry of this formula, charge and spin)**: 300.0 kJ/mol
**DFT total energy**: -359580.0300 eV
**Spin multiplicity**: 2
**Charge**: -1